[1]
A 2-piece molecular cluster, C2H4NO3S overall in a non-equilibrium geometry. Source: the OMol25 dataset; level of theory: ωB97M-V/def2-TZVPD.

Summary:
**Relative energy (zero: lowest compared OMol25 entry of this formula, charge and spin)**: 79.4 kJ/mol
**Charge**: -1

CARTESIAN COORDINATES (ANGSTROEM)
C: -0.014 -0.038 1.085
C: -1.191 -0.480 -0.559
N: 1.134 0.315 0.597
O: 1.030 0.036 -1.869
O: -0.509 -0.145 2.176
O: 0.242 -2.330 -1.775
S: -0.175 -0.928 -2.032
H: -1.727 0.446 -0.732
H: -1.833 -1.287 -0.239
H: 1.227 0.207 -0.517
H: 1.897 0.501 1.241

[2]
A 2-piece molecular cluster, C2H4NO4 overall in a non-equilibrium geometry. Source: the OMol25 dataset; level of theory: ωB97M-V/def2-TZVPD.

Summary:
**Relative energy (zero: lowest compared OMol25 entry of this formula, charge and spin)**: 241.0 kJ/mol
**Charge**: -1

CARTESIAN COORDINATES (ANGSTROEM)
C: -1.637 -0.044 0.072
C: 1.753 -0.017 -0.177
N: -0.841 -1.044 0.136
O: -2.770 0.217 -0.242
O: -0.952 1.131 0.666
O: 2.184 0.247 0.912
O: 0.998 0.568 -1.010
H: 2.205 -0.933 -0.727
H: -1.103 -1.912 -0.315
H: -0.285 0.660 1.071
H: 0.448 1.126 -0.387